No. 1
{"formula": "C6H15BN2", "method": "wB97M-V/def2-TZVPD", "symbols": ["B", "C", "C", "C", "C", "C", "C", "N", "N", "H", "H", "H", "H", "H", "H", "H", "H", "H", "H", "H", "H", "H", "H", "H"], "positions_angstrom": [[-2.49948, 0.90875, -0.94540], [-3.95602, -0.53767, -2.56849], [-2.70743, -1.21157, -2.15652], [1.37536, -0.36838, 2.17863], [2.23187, 1.50871, 0.91663], [3.81012, -0.38295, 1.31398], [2.48104, 0.27624, 1.28998], [-3.25833, -0.22132, -1.34200], [-1.16461, 0.90020, -0.45385], [-3.23129, 1.82270, -0.65331], [-4.17053, 0.11866, -3.44569], [-4.77121, -1.25387, -2.31855], [-3.02504, -2.18481, -1.67297], [-1.69108, -1.18362, -2.50816], [1.53079, -0.15255, 3.17763], [0.45783, 0.15456, 2.05719], [1.25220, -1.45371, 1.98582], [2.85572, 2.16811, 0.30218], [-0.48853, 0.17701, -0.59847], [1.18773, 2.03136, 1.14304], [3.85264, -1.32981, 0.82065], [4.55612, 0.25923, 0.88176], [3.97650, -0.66638, 2.33035], [-0.78096, 1.74181, -0.20823]], "forces_ev_per_a": [[-1.01, 0.66, 1.73], [-1.41, -0.64, -0.19], [-0.45, -3.61, 0.96], [0.70, -0.66, -2.51], [-2.30, 2.64, -0.92], [-0.49, 0.09, -0.57], [-1.47, -0.55, 2.00], [0.65, 1.65, -0.21], [-1.73, -1.95, -1.41], [0.58, 0.47, -0.38], [0.78, -0.32, 1.05], [0.08, 0.99, -0.67], [1.19, 0.40, -1.07], [0.04, 0.39, -0.56], [1.09, -0.17, 2.30], [-1.02, 0.14, -0.84], [0.04, 0.62, 0.29], [0.24, -0.48, 0.42], [0.15, -0.24, -0.05], [2.24, -1.40, -0.45], [-0.24, -0.67, -0.76], [0.54, 0.19, 0.15], [0.64, 0.24, 0.89], [1.15, 2.18, 0.81]], "mulliken_charge": [0.008, -0.332, -0.531, -1.365, -0.860, -1.281, 1.024, -0.230, -0.236, -0.108, 0.258, 0.216, 0.197, 0.357, 0.416, 0.375, 0.309, 0.232, 0.227, 0.160, 0.312, 0.360, 0.320, 0.171], "smiles": "C=C(C)C.NBN1CC1", "homo_ev": -8.942, "orbital_gap_ev": 9.7, "total_charge": 0, "lumo_ha": 0.028}

---

No. 2
{"formula": "C41H49B2FN8O15", "method": "wB97M-V/def2-TZVPD", "symbols": ["C", "O", "B", "O", "C", "C", "O", "N", "C", "N", "F", "C", "C", "C", "C", "C", "C", "N", "B", "O", "O", "C", "H", "H", "H", "H", "H", "H", "H", "H", "H", "H", "H", "H", "H", "H", "H", "H", "H", "H", "H", "H", "H", "H", "H", "H", "C", "C", "C", "C", "C", "C", "N", "O", "O", "H", "H", "H", "H", "H", "C", "C", "C", "C", "C", "C", "N", "O", "O", "H", "H", "H", "H", "H", "C", "C", "C", "C", "C", "C", "N", "O", "O", "H", "H", "H", "H", "H", "C", "C", "C", "C", "C", "C", "N", "O", "O", "H", "H", "H", "H", "H", "C", "C", "C", "C", "C", "C", "N", "O", "O", "H", "H", "H", "H", "H"], "positions_angstrom": [[-2.35303, 7.51692, -1.33655], [-2.19537, 7.05947, -2.70126], [-1.36428, 5.90758, -2.81401], [-0.92734, 5.59226, -4.15384], [-0.82408, 4.97063, -1.61532], [0.67606, 5.54587, -1.42037], [1.03482, 6.69311, -1.14106], [1.61323, 4.42219, -1.60376], [0.81665, 3.32172, -2.24421], [1.52854, 2.08359, -1.86400], [1.09686, 3.53719, -3.64589], [-0.72767, 3.39029, -1.75833], [-1.45306, 2.59484, -2.92487], [-2.75648, 1.77936, -2.49200], [-3.83684, 2.62718, -1.68983], [-4.70710, 3.59828, -2.64988], [-5.08324, 4.99153, -1.96840], [-5.25329, 4.92790, -0.48602], [-0.57570, 2.72750, -0.27930], [-1.00628, 1.37739, 0.05382], [0.06704, 3.44322, 0.80587], [-0.88267, 3.81976, 1.82752], [-2.97195, 6.78065, -0.73531], [-1.33402, 7.61709, -0.84952], [-2.89256, 8.52544, -1.29414], [-1.10061, 6.39000, -4.68953], [-1.31517, 5.10984, -0.59004], [2.43526, 4.67799, -2.17799], [1.04497, 1.24747, -2.21342], [2.47019, 2.05567, -2.28665], [-1.72995, 3.20315, -3.83857], [-0.70668, 1.81026, -3.30198], [-2.44763, 0.81550, -1.96220], [-3.27347, 1.42792, -3.45412], [-3.41466, 3.16112, -0.78104], [-4.59380, 1.86798, -1.28333], [-4.10843, 3.71358, -3.61326], [-5.68730, 3.06262, -2.89916], [-6.03567, 5.37708, -2.44075], [-4.25351, 5.72733, -2.20765], [-4.30082, 4.95387, -0.08570], [-5.65613, 5.83658, -0.20470], [-1.94314, 1.47956, 0.32547], [-0.27345, 3.96518, 2.78512], [-1.63803, 2.97789, 1.97910], [-1.43293, 4.79488, 1.62335], [2.92706, -2.02504, -0.28053], [2.56534, -3.35608, -0.46764], [1.22837, -3.72902, -0.40688], [0.26045, -2.75787, -0.16193], [0.61508, -1.42548, 0.03389], [1.95479, -1.06186, -0.02601], [-1.14964, -3.14112, -0.12184], [-1.42565, -4.31974, -0.27798], [-1.97689, -2.25991, 0.06356], [3.97193, -1.73655, -0.33421], [3.32670, -4.10265, -0.66402], [0.96030, -4.76759, -0.55422], [-0.13267, -0.66482, 0.23014], [2.24186, -0.02637, 0.12205], [-1.79423, -3.09967, 2.89851], [-1.67960, -2.29747, 4.03027], [-1.33930, -2.86207, 5.25366], [-1.11108, -4.23315, 5.33216], [-1.23076, -5.04424, 4.20726], [-1.57435, -4.47206, 2.98766], [-0.72790, -4.82772, 6.61346], [-0.65054, -4.08998, 7.58237], [-0.50301, -6.02620, 6.64058], [-2.05558, -2.65084, 1.94052], [-1.85293, -1.22954, 3.95696], [-1.25310, -2.22678, 6.12724], [-1.05893, -6.11268, 4.26365], [-1.66734, -5.09387, 2.10500], [3.19979, 4.91248, -8.76761], [3.32763, 5.71841, -7.64100], [3.68518, 5.15746, -6.42095], [3.91675, 3.78720, -6.34244], [3.78353, 2.97333, -7.46347], [3.42288, 3.54217, -8.67896], [4.31768, 3.19589, -5.06546], [4.40643, 3.93644, -4.09849], [4.54376, 1.99828, -5.03937], [2.92582, 5.35471, -9.71996], [3.15121, 6.78556, -7.71505], [3.78167, 5.79503, -5.55026], [3.95780, 1.90537, -7.40702], [3.31905, 2.91807, -9.55932], [2.27856, -3.26091, 9.26428], [2.34186, -1.91619, 9.61444], [3.18436, -1.05524, 8.92111], [3.95618, -1.55240, 7.87467], [3.90354, -2.89832, 7.52352], [3.06038, -3.75268, 8.22416], [4.82627, -0.64421, 7.12522], [4.86159, 0.52469, 7.47223], [5.46352, -1.10657, 6.19412], [1.61553, -3.92903, 9.80378], [1.73126, -1.53834, 10.42680], [3.22536, -0.00978, 9.20267], [4.50550, -3.29195, 6.71307], [3.00909, -4.80227, 7.95731], [-2.59956, -10.07430, -0.98592], [-2.55372, -8.69553, -1.16574], [-1.40222, -7.98907, -0.83986], [-0.30009, -8.67630, -0.33818], [-0.34094, -10.05456, -0.14833], [-1.49754, -10.75250, -0.47432], [0.92249, -7.93915, -0.01783], [0.91345, -6.72914, -0.18069], [1.87986, -8.57266, 0.38818], [-3.49845, -10.62347, -1.24670], [-3.41566, -8.17166, -1.56327], [-1.37800, -6.91473, -0.98419], [0.51219, -10.59363, 0.24630], [-1.53965, -11.82658, -0.33342]], "forces_ev_per_a": [[-0.17, 0.56, 0.98], [1.39, -1.47, 1.02], [-0.48, 0.37, -2.13], [-0.86, 1.20, 2.27], [0.03, 0.42, 1.58], [1.64, -0.59, 0.40], [-1.35, -2.55, -0.79], [-3.31, 1.40, -0.93], [3.59, -0.14, 0.88], [-1.13, 0.09, -0.68], [-1.27, -0.35, 0.67], [2.88, 0.53, -1.88], [-0.86, -1.17, 0.00], [-0.11, 0.02, -0.45], [-0.96, -1.00, -0.31], [0.08, -0.49, 0.71], [0.74, 0.19, -1.03], [0.41, 0.61, -0.40], [0.95, -1.03, 1.58], [-0.51, 2.43, -0.41], [-2.13, -0.12, -1.76], [0.28, -0.31, 1.18], [0.64, 0.80, -0.68], [-1.23, 0.01, -0.50], [0.82, -1.46, -0.41], [-0.02, -0.56, 0.13], [0.45, 0.53, -1.60], [-0.54, -0.18, 0.61], [0.09, 0.45, 0.13], [-0.62, 0.30, 0.38], [0.66, -0.22, 1.31], [-1.09, 1.11, 0.42], [-0.50, 1.48, -0.42], [0.72, 0.48, 1.24], [-0.28, -0.48, -1.14], [1.15, 1.09, -0.25], [-0.95, 0.28, 1.16], [1.47, 0.60, 0.25], [1.05, -0.41, 0.60], [-1.00, -0.71, -0.06], [-0.74, -0.15, -0.12], [0.15, -0.71, -0.11], [0.52, -0.61, -0.29], [-1.03, -0.25, -1.27], [0.84, 1.13, 0.07], [0.70, -1.12, -0.04], [-0.06, -0.03, -0.01], [-0.12, 0.24, 0.05], [-0.09, -0.18, -0.10], [0.84, 0.22, -0.04], [-0.21, 0.15, 0.08], [0.04, -0.20, -0.04], [-0.01, -0.02, -0.39], [-0.06, 0.36, 0.09], [0.18, -0.23, -0.46], [-0.10, -0.02, 0.02], [-0.13, 0.02, 0.03], [-0.10, 0.38, 0.04], [0.03, -0.20, -0.06], [-0.12, -0.06, 0.00], [-0.08, 0.08, -0.02], [0.06, -0.32, 0.01], [0.01, 0.14, 0.08], [-0.19, 0.32, -0.69], [0.03, -0.10, -0.05], [0.02, 0.13, 0.26], [0.09, -0.16, 0.34], [-0.01, -0.20, -0.24], [-0.05, 0.33, 0.00], [-0.05, -0.17, 0.69], [0.03, -0.10, 0.05], [0.05, -0.24, 0.01], [0.03, 0.15, 0.19], [0.01, 0.03, 0.11], [0.00, -0.01, 0.03], [0.03, -0.24, -0.04], [0.01, 0.10, 0.08], [-0.20, 0.36, -0.71], [0.02, -0.13, -0.04], [0.01, 0.19, 0.17], [0.07, -0.16, 0.38], [-0.08, -0.24, -0.25], [-0.11, 0.35, 0.02], [0.02, -0.04, 0.09], [0.02, -0.10, 0.06], [0.04, -0.24, 0.01], [0.03, 0.15, 0.19], [0.02, 0.02, 0.11], [-0.01, -0.01, 0.03], [0.14, -0.14, -0.19], [-0.04, 0.10, 0.05], [-0.49, -0.49, 0.41], [0.03, -0.09, -0.08], [-0.02, 0.23, 0.09], [0.29, 0.30, -0.23], [-0.03, -0.35, -0.07], [-0.19, 0.10, 0.28], [0.05, 0.06, -0.09], [0.08, 0.00, -0.09], [0.13, -0.09, -0.19], [0.00, 0.24, 0.06], [0.02, 0.11, -0.01], [0.03, 0.02, 0.01], [0.15, -0.18, 0.09], [-0.01, 0.17, -0.04], [-0.73, -0.40, -0.21], [0.09, -0.12, 0.04], [-0.04, 0.24, -0.05], [0.38, 0.06, 0.12], [0.02, -0.57, 0.09], [-0.31, 0.22, -0.12], [0.09, 0.05, 0.03], [0.11, 0.00, 0.05], [0.17, -0.10, 0.10], [0.00, 0.24, -0.04], [0.05, 0.11, 0.01]], "mulliken_charge": [-0.427, -0.498, 1.153, -0.678, 0.408, -0.009, -0.655, -0.310, -0.540, -0.258, -0.521, 0.612, -0.507, -0.862, -0.086, -0.799, -0.103, -0.670, 0.874, -0.110, -0.610, -0.629, 0.020, 0.269, 0.231, 0.252, -0.463, 0.376, 0.261, 0.388, 0.319, 0.331, 0.037, 0.524, -0.023, 0.419, 0.298, 0.394, 0.446, -0.124, 0.155, 0.310, 0.169, 0.265, 0.212, 0.166, -0.512, -0.647, -0.234, -0.100, -0.090, -0.597, 1.020, -0.561, -0.659, 0.416, 0.434, 0.570, 0.497, 0.539, -0.424, -0.684, -0.254, -0.051, -0.356, -0.597, 1.055, -0.602, -0.618, 0.714, 0.433, 0.470, 0.458, 0.487, -0.383, -0.557, -0.191, 0.150, -0.415, -0.447, 1.073, -0.607, -0.620, 0.376, 0.381, 0.424, 0.439, 0.370, -0.454, -0.427, -0.324, 0.089, -0.319, -0.417, 0.999, -0.602, -0.601, 0.371, 0.380, 0.435, 0.433, 0.428, -0.391, -0.555, -0.029, -0.042, -0.425, -0.454, 0.989, -0.652, -0.597, 0.371, 0.405, 0.461, 0.449, 0.373], "smiles": "COB(O)[C@@H]1C(=O)N[C@](N)(F)[C@@]1(CCCCCN)B(O)OC.O=[N+]([O-])c1ccccc1.O=[N+]([O-])c1ccccc1.O=[N+]([O-])c1ccccc1.O=[N+]([O-])c1ccccc1.O=[N+]([O-])c1ccccc1", "homo_ev": -9.691, "orbital_gap_ev": 8.9, "total_charge": 0, "lumo_ha": -0.028}

---

No. 3
{"formula": "CH4N2O2", "method": "wB97M-V/def2-TZVPD", "symbols": ["C", "H", "H", "H", "H", "N", "N", "O", "O"], "positions_angstrom": [[-0.24136, 0.28372, -0.09895], [2.20468, 0.56713, 0.25200], [0.95982, -0.80493, -1.00983], [-0.47876, 1.32232, 0.21703], [-2.53277, -1.31005, 0.97819], [0.73499, 0.23351, -1.13599], [-0.71978, -0.75573, 0.34917], [1.94087, 0.86627, -0.65329], [-1.86770, -0.40226, 1.10167]], "forces_ev_per_a": [[1.51, 4.03, -1.27], [-0.75, -0.08, -0.88], [-0.09, 1.31, -1.39], [-0.35, -0.80, -0.19], [3.05, 3.94, 0.67], [1.05, -2.94, 2.55], [-1.96, -1.65, 0.48], [0.36, 0.56, 0.14], [-2.83, -4.37, -0.11]], "mulliken_charge": [-0.024, 0.337, 0.337, 0.387, 0.377, -0.236, -0.354, -0.414, -0.411], "smiles": "O/N=C/NO", "homo_ev": -9.995, "orbital_gap_ev": 10.7, "total_charge": 0, "lumo_ha": 0.026}

---

No. 4
{"formula": "C15H29BF10NO12S2", "method": "wB97M-V/def2-TZVPD", "symbols": ["O", "C", "O", "C", "C", "B", "O", "O", "N", "S", "O", "O", "F", "S", "O", "O", "C", "F", "F", "C", "F", "F", "C", "F", "F", "C", "F", "F", "F", "H", "H", "H", "H", "H", "C", "C", "O", "H", "H", "H", "H", "H", "H", "C", "C", "O", "H", "H", "H", "H", "H", "H", "C", "C", "O", "H", "H", "H", "H", "H", "H", "C", "C", "O", "H", "H", "H", "H", "H", "H"], "positions_angstrom": [[2.41197, -1.34612, 2.64640], [2.06801, -2.01399, 1.65452], [2.55306, -3.16485, 1.46867], [1.05123, -1.30488, 0.64359], [-0.09418, -2.22170, 0.08862], [0.31132, -3.50219, -0.76032], [0.25116, -3.51925, -2.18260], [0.70674, -4.71810, -0.15406], [1.70313, -0.36351, -0.32257], [0.72109, 0.92168, -0.85054], [-0.62543, 0.90162, -0.34149], [1.37391, 2.13088, -0.40892], [0.62217, 1.04956, -2.45857], [2.77991, -0.98196, -1.45601], [2.20065, -1.29753, -2.75393], [3.58718, -2.10779, -1.06021], [4.00370, 0.39224, -1.81809], [3.47511, 1.36917, -2.59907], [4.33634, 0.99574, -0.63030], [5.30116, -0.15252, -2.57458], [5.68166, 0.87549, -3.41566], [5.03981, -1.20903, -3.39036], [6.53753, -0.40367, -1.62932], [6.24425, -1.03808, -0.47752], [7.04349, 0.84468, -1.33431], [7.73380, -1.17880, -2.34253], [7.82927, -0.91354, -3.65980], [8.88920, -0.70913, -1.78515], [7.64380, -2.49835, -2.08310], [0.50580, -0.61554, 1.34329], [-0.81198, -1.61158, -0.52765], [-0.70101, -2.55727, 0.97234], [1.12332, -3.79906, -2.51185], [1.64160, -4.90337, -0.33573], [-4.72475, 1.00317, 0.73726], [-3.88898, 1.44663, 1.92335], [-2.68803, 0.69056, 1.99061], [-4.96631, -0.05864, 0.81623], [-5.65520, 1.57330, 0.67875], [-4.17171, 1.13702, -0.19610], [-4.43650, 1.29090, 2.85416], [-3.63302, 2.50946, 1.84664], [-2.20389, 0.83899, 1.16878], [-5.71790, 1.87969, 6.13686], [-5.82254, 3.14401, 5.30630], [-6.68195, 2.92743, 4.18789], [-5.33094, 1.05672, 5.53320], [-5.05815, 2.02828, 6.99370], [-6.70275, 1.57406, 6.50122], [-4.84232, 3.43364, 4.92684], [-6.22075, 3.97142, 5.90236], [-7.54805, 2.68002, 4.53111], [-8.80965, 5.13428, 1.52194], [-7.82394, 6.22226, 1.90528], [-7.27053, 5.96287, 3.18898], [-9.61387, 5.07101, 2.25791], [-9.24553, 5.32912, 0.53945], [-8.31790, 4.15841, 1.50012], [-8.32225, 7.19175, 1.94696], [-7.00980, 6.28324, 1.17529], [-6.82241, 5.10669, 3.14685], [6.05094, -4.60177, -5.37408], [7.00675, -5.60140, -4.75037], [8.16415, -4.94012, -4.25043], [6.54001, -4.06180, -6.18738], [5.16298, -5.10161, -5.76678], [5.73670, -3.85659, -4.63848], [7.33476, -6.33068, -5.49214], [6.52398, -6.13858, -3.92746], [7.87062, -4.30299, -3.58805]], "forces_ev_per_a": [[-1.25, 1.45, -0.47], [3.08, -1.58, 1.35], [-1.76, 0.77, -1.62], [-2.05, -0.43, 1.82], [-0.82, 0.04, -0.56], [0.67, -1.61, -0.46], [0.66, 0.85, 1.17], [-0.12, 1.23, -0.47], [-0.08, -0.60, -1.59], [-1.03, 4.66, 1.90], [0.68, -1.86, -1.11], [0.63, -1.44, -1.35], [0.37, -1.10, 1.72], [1.01, -2.94, -3.61], [-0.53, 1.79, 1.22], [-0.44, 1.51, 1.73], [-0.13, 1.35, 0.91], [-0.03, -1.05, 0.48], [0.08, -0.81, -1.14], [0.07, 0.71, -0.73], [-0.18, -0.93, 0.77], [0.17, 0.54, 1.04], [0.66, 0.53, -0.02], [0.03, 0.44, -0.99], [-0.63, -1.08, -0.07], [0.76, 0.77, 0.73], [-0.42, -0.67, 0.92], [-0.92, -0.80, -0.39], [0.06, 0.88, -0.72], [0.81, -0.38, -0.71], [0.71, -0.33, 0.55], [0.78, 0.31, -0.54], [-0.63, -0.18, -0.11], [-0.30, -0.02, 0.36], [-0.17, 0.04, -0.04], [0.31, -0.14, -0.35], [-0.10, -0.01, 0.19], [-0.01, 0.05, 0.08], [0.01, -0.01, -0.04], [-0.02, 0.09, 0.03], [0.11, -0.02, 0.02], [-0.20, 0.08, 0.03], [0.11, -0.06, 0.08], [0.09, -0.06, 0.02], [-0.28, -0.24, 0.24], [0.09, 0.20, -0.30], [0.07, 0.08, 0.02], [-0.04, -0.04, 0.00], [0.02, 0.08, 0.08], [-0.12, 0.00, -0.16], [0.15, 0.04, 0.06], [0.07, 0.05, -0.07], [-0.10, -0.02, -0.08], [0.15, -0.42, 0.12], [0.04, 0.15, 0.04], [0.01, 0.09, -0.04], [0.00, -0.06, 0.01], [0.03, 0.05, -0.09], [0.09, 0.00, 0.12], [-0.12, 0.09, -0.15], [-0.13, 0.00, 0.15], [-0.05, 0.00, -0.09], [-0.12, 0.38, 0.22], [0.15, -0.09, -0.05], [0.00, -0.09, -0.01], [-0.02, 0.06, 0.03], [-0.08, -0.09, 0.02], [0.14, 0.04, 0.09], [-0.10, -0.11, -0.12], [0.07, -0.09, -0.07]], "mulliken_charge": [-0.753, 0.243, -0.636, 0.034, -0.338, 0.672, -0.575, -0.578, 0.379, 1.109, -0.594, -0.628, -0.224, 0.820, -0.544, -0.504, 0.310, -0.283, -0.259, 0.516, -0.320, -0.218, 0.686, -0.202, -0.308, 0.600, -0.243, -0.272, -0.230, 0.150, 0.204, 0.315, 0.258, 0.293, -1.005, 0.141, -0.464, 0.277, 0.277, 0.317, 0.031, 0.233, 0.276, -1.110, -0.283, -0.437, 0.256, 0.350, 0.341, 0.315, 0.360, 0.241, -0.891, -0.205, -0.493, 0.244, 0.341, 0.214, 0.283, 0.244, 0.247, -0.653, -0.252, -0.515, 0.261, 0.341, 0.002, 0.287, 0.257, 0.287], "homo_ev": -5.006, "orbital_gap_ev": 7.1, "total_charge": -1, "lumo_ha": 0.075}